1.
128
Properties=species:S:1:pos:R:3:forces:R:3:mulliken_charge:R:1 method="wB97M-V/def2-TZVPD" total_energy_ev=-129942.42817 fmax_ev_per_a=9.576 lumo_ev=-0.6
Cl 1.061661 3.345159 -4.119029 2.20 0.03 1.62 -0.076
Cl 6.663639 -0.429221 -2.028887 -1.15 0.46 0.60 -0.198
S -4.982835 -3.256809 2.706713 0.51 2.37 -0.52 -0.152
S -0.250431 0.697493 -1.357118 -8.25 -3.37 -3.50 0.981
P 0.402982 2.738348 1.318483 -0.29 2.28 6.57 0.493
F 4.624383 2.264556 2.588870 -1.94 -1.10 -2.06 -0.462
O -0.840409 0.541763 -2.821709 3.46 0.97 4.85 -0.734
O 3.648388 4.089661 -4.311889 -5.84 -3.35 6.10 -0.585
O 0.080455 -2.591938 -5.154541 0.08 -0.02 -0.82 -0.125
O -6.177147 -0.485801 2.469326 5.35 1.51 0.92 -0.256
O -3.504879 -3.845508 6.161135 -0.24 -0.04 0.28 -0.340
O -0.220213 5.078741 -1.665864 0.24 -2.25 3.92 -0.559
O 3.236629 -3.198594 1.899915 -0.08 -0.14 0.36 -0.333
O -0.105846 2.367241 -1.267720 1.39 -2.25 0.46 -0.135
O -1.394268 0.104802 -0.443195 4.92 2.73 -1.85 -0.533
O 0.128137 1.163581 1.954098 0.82 2.00 -1.02 -0.450
O 1.214672 3.565776 2.394252 -2.26 -2.76 -4.02 -0.683
O -1.466102 10.674214 -2.380574 -0.07 -0.32 0.09 -0.397
O -1.203412 3.512296 1.302478 2.33 -3.15 -1.27 -0.622
N -4.080755 0.824140 2.867317 -6.77 -2.99 -1.33 -0.345
N 1.490096 5.612057 0.115156 -0.04 -1.52 -1.11 -0.491
N -3.729817 -0.543486 2.964409 -6.38 -1.01 -1.34 -0.055
C 3.166338 -3.116824 4.265184 -0.05 0.51 0.41 -0.666
C 1.061966 -3.063940 -6.087859 0.26 0.15 0.28 -0.576
C 1.604212 -1.025398 0.226821 -1.67 -1.79 1.15 0.015
C 3.633065 1.610824 1.644025 0.93 -1.07 1.77 0.884
C 5.099543 -0.126222 -0.990658 0.75 -1.45 0.68 0.200
C 2.367743 -4.307909 3.802263 -0.08 -0.64 0.14 -0.575
C 1.012488 2.880468 -0.478844 -0.35 0.26 -0.12 0.829
C -3.385394 -3.779188 1.808374 0.97 -0.78 -0.81 -0.357
C 0.367109 -3.196837 -7.425311 0.11 -0.58 -0.32 -0.581
C 4.004783 -2.803936 3.045040 0.37 -0.07 -0.18 -0.172
C -2.355740 8.559600 -1.794844 -0.54 -0.27 -0.14 -0.588
C -4.338219 -4.885402 6.691604 0.11 -0.15 -0.42 -0.416
C -3.871714 -2.605965 6.782496 0.40 0.19 -0.16 -0.292
C 2.116874 -3.974989 2.347788 -0.29 0.08 -0.32 -0.245
C -5.050883 -4.305843 7.893888 0.02 -0.38 0.54 -0.535
C 3.323333 3.342463 -1.938732 0.30 0.37 0.29 -1.163
C -5.170823 -2.851386 7.518515 -0.45 0.43 -0.13 -0.516
C -3.692085 -4.475331 0.334985 -0.08 0.05 -0.01 -0.533
C 2.752271 3.591324 -3.408303 5.31 3.19 -5.73 0.072
C 3.969664 0.249262 -2.067464 1.06 -0.15 -1.26 -1.425
C -0.622300 9.656807 -2.937451 0.02 0.25 -0.31 -0.509
C 4.897072 -1.603307 -0.229430 -0.83 0.10 -0.36 0.032
C 1.287421 -1.443655 -2.296835 1.12 0.49 -1.21 -1.147
C 2.533908 0.860222 -1.625570 -1.96 -0.18 -2.07 -1.507
C -0.679304 -2.115430 -7.345850 -0.14 0.55 -0.29 -0.609
C -1.752938 -4.172369 -1.525988 -0.15 1.14 -0.74 -0.821
C 3.528927 2.561731 0.376474 0.85 1.52 1.14 -1.139
C 2.499963 2.325416 -0.873008 2.41 0.37 -0.39 1.529
C -4.995428 -1.357721 2.706665 3.34 3.32 0.44 0.352
C -5.569391 0.856788 2.575854 4.76 -0.85 0.93 -0.050
C -3.191502 -3.568995 -0.941896 -0.47 -1.11 -0.18 -0.414
C -0.907569 8.383125 -2.172193 0.57 -0.30 0.15 -0.096
C -0.474050 -3.214440 -1.033108 -1.26 -0.31 0.30 1.101
C -2.434842 10.047095 -1.528875 0.00 0.42 0.18 -0.448
C 0.050221 -2.437787 -2.369764 -1.04 -1.86 -0.40 -0.711
C 1.384703 -0.263001 -1.147683 2.05 -0.41 -0.27 1.584
C -1.076915 -2.165907 -5.886741 -0.32 0.04 0.35 -0.429
B 0.784243 4.542502 -0.675227 -1.03 2.96 -0.86 0.659
H -3.119247 -2.438556 -0.636287 0.02 -2.15 -0.70 0.152
H 2.013990 -4.867487 1.724448 0.07 0.14 -0.05 0.274
H -0.882337 9.549940 -3.996221 0.09 -0.05 -0.03 0.278
H 3.558678 4.401673 -1.431986 -1.03 -2.15 -1.24 0.554
H -2.169196 10.280239 -0.492323 -0.09 -0.04 0.05 0.254
H 2.328996 -0.646564 1.031798 -1.10 -0.04 -1.62 -0.355
H 4.106940 0.525574 1.485688 -0.94 2.57 -0.11 -0.270
H -0.117609 -4.177639 -7.498882 0.10 0.08 -0.02 0.264
H 0.620572 0.971930 2.808148 -0.74 0.98 -1.42 0.346
H 2.977756 -5.215916 3.878046 -0.11 0.07 -0.01 0.245
H -0.943669 -2.034324 -2.899384 2.55 -0.33 1.33 0.134
H 5.909556 -2.146034 -0.009851 -1.89 1.30 -0.55 0.502
H -0.947213 -2.486322 -0.214342 1.32 -1.42 -1.83 -0.473
H -5.308449 -2.186044 8.374606 0.03 -0.06 -0.11 0.352
H -3.096984 -5.489978 0.292978 -1.25 1.95 0.18 0.261
H -6.085295 1.924954 2.467052 0.63 -3.15 0.20 0.334
H -6.010697 -4.788691 8.094128 0.12 0.02 -0.03 0.332
H 2.037008 1.098599 -2.702176 1.23 -0.28 2.25 0.155
H 1.095498 5.791042 1.056833 0.65 -0.16 -0.87 0.306
H 4.451781 2.966199 -2.093642 -2.85 0.52 0.13 0.531
H -0.290143 8.344762 -1.266847 -0.02 -0.08 -0.14 0.135
H -5.049570 -5.174452 5.910283 -0.04 -0.09 0.04 0.235
H -3.069241 -2.328557 7.474194 -0.03 0.10 0.02 0.259
H 4.257227 -1.742221 2.970904 0.01 -0.05 -0.06 0.122
H -2.903026 -4.622960 2.472345 -1.12 1.91 -0.95 0.343
H -4.845188 -4.737444 0.224599 2.46 0.63 0.41 0.338
H -0.226613 -1.143814 -7.576310 -0.10 -0.08 0.01 0.273
H -1.869870 -2.901742 -5.716057 -0.08 0.04 -0.04 0.280
H 2.523778 5.573872 0.081492 -1.07 -0.03 0.75 0.247
H -1.579309 -5.299585 -1.261551 -0.51 2.18 -0.30 0.476
H 3.767054 -3.309905 5.157583 -0.05 0.06 -0.13 0.382
H 1.216977 -3.361332 2.230988 -0.09 -0.07 0.00 0.122
H 5.451540 0.691527 -0.238885 -0.94 -1.48 -1.56 0.308
H -1.825267 -4.112557 -2.713390 0.31 -0.17 2.49 0.123
H 1.939954 -2.152183 0.004089 -0.64 2.75 0.36 0.183
H -1.522928 -2.268994 -8.023515 0.08 0.03 0.10 0.346
H -3.726050 -5.755207 6.945338 0.03 0.10 -0.10 0.280
H 1.048792 -3.087426 -8.272552 -0.06 -0.03 0.12 0.332
H -1.888873 2.843210 0.987420 1.05 0.96 0.51 0.370
H 4.235252 -2.293588 -0.943483 1.57 1.46 1.54 0.055
H -4.422089 -4.408188 8.786345 -0.09 -0.03 -0.08 0.256
H -1.414177 -1.195828 -5.510360 0.10 -0.12 0.10 0.226
H 0.543429 -1.157314 0.762582 2.30 0.45 -1.17 -0.004
H 4.933143 -3.384880 3.041048 0.05 0.09 0.06 0.299
H -2.663601 7.955889 -0.937366 0.01 0.09 -0.07 0.326
H 1.480058 -4.011065 -5.735945 -0.05 0.09 0.09 0.310
H 0.424307 9.965007 -2.864533 -0.13 0.09 0.00 0.286
H 0.307340 -3.906444 -0.504939 -1.15 1.44 -1.09 -0.068
H 2.492220 -2.279280 4.480038 0.10 -0.06 0.03 0.239
H 4.482899 0.980286 -2.865557 -1.24 -1.36 1.99 0.525
H 1.431966 -0.896278 -3.343140 -0.59 -1.29 2.10 0.196
H -2.620131 -2.896915 1.716287 -1.68 -1.58 0.29 0.063
H -2.995243 8.297752 -2.646049 0.01 0.01 0.11 0.295
H 2.696101 1.422103 2.314014 1.66 0.85 -1.54 -0.199
H 1.866124 -2.321301 -6.130876 0.08 -0.06 -0.06 0.312
H 4.671453 2.707874 0.039734 -2.69 -0.59 0.36 0.525
H -0.712746 7.481215 -2.757926 0.03 0.13 0.13 0.163
H -4.033106 -3.676385 -1.780371 1.93 0.33 1.76 0.423
H 3.860439 -0.735361 -2.740579 -0.19 2.18 1.70 0.484
H -3.961981 -1.825295 6.021662 0.10 -0.14 -0.02 0.176
H 1.446357 -4.466227 4.368358 0.10 0.02 -0.10 0.365
H 2.276678 -2.097923 -2.152032 -2.19 1.50 -0.07 0.172
H 3.256202 3.653564 0.786398 0.46 -2.56 -0.58 0.062
H -1.122087 4.870589 -1.232379 1.76 0.24 -1.34 0.293
H -3.427399 10.457693 -1.735522 0.14 0.07 -0.02 0.298
H 4.305722 -1.523432 0.775196 1.15 0.00 -2.07 -0.572
H -6.018317 -2.713079 6.836823 0.08 0.04 0.08 0.225
H 0.380187 -3.325094 -3.106156 -0.59 2.16 1.75 0.262

2.
11
Properties=species:S:1:pos:R:3:forces:R:3:mulliken_charge:R:1 method="wB97M-V/def2-TZVPD" total_energy_ev=-7761.49251 fmax_ev_per_a=0.640 lumo_ev="-0.3 / -0.3"
O -0.873030 0.165284 -1.272718 -0.10 -0.03 -0.08 -0.225
N -1.316980 -0.258762 0.893216 -0.13 -0.11 -0.17 -0.362
C 0.226258 0.968968 -0.878237 0.15 0.14 0.08 -0.386
C 1.004080 0.144398 0.127590 -0.20 -0.13 0.01 -0.265
C -1.121814 -0.829391 -0.315569 -0.07 0.11 0.21 -0.099
C 0.253523 -0.866902 0.591775 0.63 -0.08 0.10 -0.401
H 0.816892 1.142760 -1.784695 -0.09 -0.04 0.12 0.335
H 0.553184 -1.690405 1.225891 -0.08 0.18 -0.12 0.452
H -1.543454 -1.010557 1.550997 0.02 0.11 -0.09 0.331
H -0.061424 1.947134 -0.463999 0.07 -0.11 -0.03 0.223
H 2.062766 0.287474 0.325749 -0.21 -0.04 -0.04 0.398